# C6H10O

C6H10O in the gas phase (ωB97M-V/def2-TZVPD, OMol25).

Calculated values
**Relative energy (zero: lowest compared OMol25 entry of this formula, charge and spin)**: 28.0 kcal/mol
**Gap between HOMO and LUMO**: 10.01 eV
**Molar mass**: 98.14 g mol⁻¹
**Largest force on an atom**: 0.5 eV/Å

The geometry in ORCA input format:
```
! RIJCOSX wB97M-V def2-TZVPD def2/J DEFGRID3
* xyz 0 1
C -0.01596 0.11145 1.87364
C -0.34397 0.61499 0.46115
C 0.86006 1.26933 -0.23187
C -0.52638 -0.53345 -1.83478
O -0.59850 -0.02770 -2.92028
C 0.06866 -1.57822 -0.98715
C -0.90942 -0.50050 -0.41399
H 0.36035 0.92185 2.51005
H 0.74869 -0.67496 1.84677
H -0.90132 -0.30935 2.36676
H -1.13052 1.37637 0.54969
H 1.74834 0.62552 -0.19061
H 1.11086 2.22241 0.23662
H 0.64548 1.46949 -1.28353
H -0.32976 -2.57899 -1.12880
H 1.12031 -1.54916 -0.69749
H -1.90692 -0.85907 -0.15617
*
```

These are the Löwdin partial charges, in e, on atoms 1 to 2:
1 C -0.073
2 C -0.391

=====

# C27H38MnN3O4

A molecular structure, C27H38MnN3O4 in a non-equilibrium geometry (ωB97M-V/def2-TZVPD, OMol25).

Calculated values
**Relative energy (zero: lowest compared OMol25 entry of this formula, charge and spin)**: 4.5 kcal/mol
**Gap between HOMO and LUMO (alpha / beta)**: 6.88 / 6.77 eV
**Molar mass**: 523.56 g mol⁻¹
**Expectation value of S²**: 0.872
**Largest force on an atom**: 1.3 eV/Å

The geometry in ORCA input format:
```
! RIJCOSX wB97M-V def2-TZVPD def2/J DEFGRID3
* xyz 1 2
Mn 0.29496 -0.28983 0.55362
O -1.86891 -2.94176 3.55369
C -1.11739 -2.29307 2.67393
O -0.95026 -1.10009 2.66055
C -0.44460 -3.17748 1.68342
C -0.57181 -4.55873 1.68139
C 0.15775 -5.28487 0.75585
C 1.02987 -4.61155 -0.08612
C 1.09733 -3.22835 -0.00694
N 0.32822 -2.51070 0.82173
C 2.09076 -2.37086 -0.70632
O 2.96358 -2.90470 -1.54897
O 2.13224 -1.18736 -0.45825
H -2.27091 -2.30465 4.16445
H -1.22290 -5.04105 2.39456
H 0.07608 -6.36168 0.71333
H 1.64650 -5.18083 -0.76862
H 2.80461 -3.84532 -1.70065
C -1.12332 1.27251 0.42678
C -0.00237 1.67649 -0.38703
C 0.08170 0.71668 -1.45659
C -0.92122 -0.26268 -1.21680
C -1.72221 0.11339 -0.10954
C -3.12671 -0.37964 0.17043
C -3.65184 0.09307 1.52530
C -3.26177 -1.89687 0.04071
C -4.00817 0.25975 -0.92470
C 0.83141 0.71148 -2.78825
C 0.01726 1.60937 -3.74641
C 2.28376 1.17746 -2.74788
C 0.80840 -0.68218 -3.44070
C 0.73105 2.99766 -0.10623
C 2.21918 2.83209 0.23597
C 0.09069 3.71527 1.09382
C 0.57910 3.96686 -1.28964
H -1.49197 1.81758 1.27834
H -1.11807 -1.10817 -1.85449
H -3.02897 -0.23376 2.35811
H -4.66319 -0.28754 1.67637
H -3.70837 1.18165 1.55985
H -2.68672 -2.44121 0.79142
H -2.93558 -2.24120 -0.94168
H -4.30539 -2.18892 0.16136
H -3.93352 1.34733 -0.89370
H -5.05399 -0.01613 -0.77828
H -3.70246 -0.07109 -1.91790
H 0.01580 2.65359 -3.45221
H -1.01947 1.27299 -3.78885
H 0.43568 1.54114 -4.75184
H 2.38849 2.19790 -2.39445
H 2.69036 1.14693 -3.75991
H 2.89576 0.52858 -2.12005
H -0.20278 -0.98090 -3.71472
H 1.24072 -1.46097 -2.81499
H 1.39215 -0.64782 -4.36042
H 2.34108 2.52555 1.27443
H 2.72127 3.79500 0.12394
H 2.73075 2.10994 -0.39474
H 0.14629 3.11621 2.00311
H -0.95204 3.97551 0.90904
H 0.63488 4.64211 1.27975
H 1.16805 3.67647 -2.15516
H 0.91671 4.95973 -0.98916
H -0.46477 4.04634 -1.59696
N 3.34257 0.71493 3.20722
C 2.28283 1.17157 3.94570
C 1.17375 0.87088 3.22043
N 1.54310 0.24156 2.05000
C 2.85848 0.16292 2.08099
H 4.31600 0.79158 3.44716
H 2.41011 1.65381 4.89681
H 0.14017 1.05176 3.45107
H 3.48220 -0.24368 1.30450
*
```

These are the Löwdin partial charges, in e, on atoms 1 to 2:
1 Mn 0.625
2 O 0.160

=====

# C32H30Cl2CsF2N8OS

A molecular structure, C32H30Cl2CsF2N8OS in a non-equilibrium geometry (ωB97M-V/def2-TZVPD, OMol25).

Calculated values
**Relative energy (zero: lowest compared OMol25 entry of this formula, charge and spin)**: 37.9 kcal/mol
**Gap between HOMO and LUMO (alpha / beta)**: 2.28 / 4.56 eV
**Molar mass**: 816.52 g mol⁻¹
**Expectation value of S²**: 0.768
**Largest force on an atom**: 1.8 eV/Å

The geometry in ORCA input format:
```
! RIJCOSX wB97M-V def2-TZVPD def2/J DEFGRID3
* xyz -2 2
Cs 0.65141 0.93054 0.85624
C 2.91174 -3.13049 0.75912
N 2.88136 -1.76930 0.26991
C 3.67607 -1.59098 -0.93269
C 3.31225 -0.33469 -1.66323
N 2.10736 0.12364 -1.78699
C 2.22542 1.23103 -2.63423
C 1.22566 2.06370 -3.13060
C 1.61563 3.09897 -3.95491
C 2.97038 3.29940 -4.27441
C 3.96364 2.46292 -3.80330
C 3.55792 1.41318 -2.98529
N 4.24399 0.37848 -2.36630
C 2.09741 -3.10857 2.01993
N 0.82438 -2.85466 2.02944
C 0.49440 -2.74422 3.38516
C -0.72542 -2.41554 3.97207
C -0.77807 -2.34190 5.34793
C 0.36579 -2.58818 6.13148
C 1.58265 -2.90174 5.56338
C 1.62234 -2.96733 4.17259
N 2.64370 -3.21748 3.26583
H 3.94259 -3.41696 0.98846
H 2.51715 -3.88319 0.06115
H 1.91465 -1.52264 0.08565
H 3.54896 -2.42932 -1.63829
H 4.73702 -1.56032 -0.66512
H 0.18240 1.85864 -2.91818
H 0.86052 3.74439 -4.38339
H 3.24046 4.12788 -4.91875
H 5.00485 2.62319 -4.05536
H 5.23309 0.34056 -2.21079
H -1.57795 -2.18013 3.34713
H -1.70220 -2.05968 5.83371
H 0.28863 -2.49994 7.20807
H 2.46691 -3.06367 6.16766
H 3.62628 -3.26593 3.45536
Cl -0.33924 -1.95602 -1.22622
C -1.51609 -2.40646 0.02166
Cl -1.91252 -1.01476 1.04460
H -1.07203 -3.17166 0.64246
H -2.42631 -2.73380 -0.46652
N -3.29689 -0.20060 -2.41776
C -3.33743 0.64015 -3.54978
C -4.42580 1.48926 -3.75729
C -4.46766 2.28633 -4.89716
C -3.44002 2.23059 -5.82713
C -2.32526 1.38286 -5.64249
C -1.24382 1.29410 -6.55565
C -0.19722 0.38844 -6.24916
C -0.23862 -0.33999 -5.08792
N -1.23330 -0.28997 -4.16272
C -2.27181 0.56525 -4.46744
H -3.69890 0.21684 -1.59128
H -2.35743 -0.53628 -2.23480
H -5.22607 1.51931 -3.02462
H -5.31115 2.95221 -5.05024
H -3.47072 2.85393 -6.71654
H -1.24035 1.90144 -7.45353
H 0.65845 0.28064 -6.90836
H 0.59038 -1.00488 -4.84660
O -1.58865 2.11315 0.89106
N -1.14109 3.14646 1.57293
C -0.69594 4.21800 0.85380
C -0.16008 5.32147 1.45192
C -0.06793 5.32844 2.84783
C -0.51599 4.25107 3.55864
C -1.08459 3.10153 2.95595
S -1.64461 1.73815 3.82877
H -0.80884 4.08819 -0.21149
H 0.20616 6.13000 0.83566
H 0.37731 6.16904 3.36603
H -0.44222 4.21956 4.63709
F 4.51388 2.43431 -0.04967
C 3.44819 2.91168 0.85921
F 4.21900 3.17047 2.06711
H 3.35719 3.95425 0.48422
*
```

These are the Löwdin partial charges, in e, on atoms 1 to 2:
1 Cs 0.992
2 C -0.161

=====

# C6H34NO10S

11 unconnected molecules or ions with the total composition C6H34NO10S in a non-equilibrium geometry (ωB97M-V/def2-TZVPD, OMol25).

Calculated values
**Relative energy (zero: lowest compared OMol25 entry of this formula, charge and spin)**: 133.1 kcal/mol
**Gap between HOMO and LUMO**: 6.75 eV
**Molar mass**: 312.40 g mol⁻¹
**Largest force on an atom**: 6.7 eV/Å

The geometry in ORCA input format:
```
! RIJCOSX wB97M-V def2-TZVPD def2/J DEFGRID3
* xyz -1 1
C 0.80959 1.27753 0.90686
C 0.01202 2.47856 1.10348
S 0.64295 3.70184 -0.09858
N 0.07280 0.02303 1.20329
C -0.66451 -0.66513 0.14854
C -1.81628 -1.62887 0.75610
C -2.83904 -1.71711 -0.35157
C -1.43978 -3.06142 1.14061
H 1.59832 1.24907 1.77756
H 1.33917 1.34848 -0.03308
H -1.03892 2.35900 0.95146
H 0.01755 2.85844 2.15576
H 0.84447 -0.71052 1.45772
H -0.17383 -1.23627 -0.69881
H -1.14775 0.15339 -0.61830
H -2.22826 -1.31235 1.73441
H -2.51444 -0.82472 -1.03981
H -3.81320 -1.47094 0.08944
H -3.00386 -2.52569 -0.91239
H -1.10537 -3.15844 2.21919
H -0.73232 -3.64613 0.55673
H -2.38918 -3.66039 0.95902
H -0.33407 3.48821 -2.79676
H -0.66238 3.15227 -1.38043
O -1.11475 3.05869 -2.32833
H 3.65062 -2.10068 1.12119
H 2.17874 -1.52764 1.03615
O 3.05085 -1.61046 1.56607
H 3.42215 2.43518 -0.13322
H 3.76441 1.56470 1.07574
O 4.07800 1.95879 0.22805
H 0.15234 -2.09828 -2.56309
H -1.07547 -2.60058 -3.26932
O -0.41263 -2.84191 -2.62544
H -3.08000 1.18636 0.04285
H -2.61222 1.96350 -1.47801
O -3.32344 1.41342 -0.90915
H 2.31373 0.93722 3.45344
H 2.20906 -0.48566 2.85373
O 2.58054 0.04833 3.53373
H -1.74344 0.18464 2.81861
H -3.01877 0.87198 3.20930
O -2.15336 0.70437 3.60373
H 4.05092 -0.44247 -1.57843
H 3.85749 0.10822 -0.32504
O 3.52089 -0.73042 -0.82266
H 1.52858 -0.36122 -1.67581
H 0.67753 0.74644 -1.74743
O 0.88608 0.07397 -2.26492
H -0.27509 -0.01575 -3.98929
H -1.56100 0.58879 -3.60768
O -0.98545 0.49860 -4.45520
*
```

These are the Löwdin partial charges, in e, on atoms 1 to 2:
1 C -0.378
2 C -0.662